# 1
# C39H30Cl3F2GeN11O7V

A structure of composition C39H30Cl3F2GeN11O7V in a non-equilibrium geometry (ωB97M-V/def2-TZVPD, the OMol25 dataset).

CARTESIAN COORDINATES (ANGSTROEM)
C: 2.764 -3.303 -0.886
N: 0.132 -0.522 -2.943
H: -6.117 3.881 -3.759
C: -1.741 -5.713 -6.454
C: 4.025 -3.139 -0.339
N: -5.404 -1.424 -6.796
H: 5.444 0.071 1.922
C: 1.228 -0.359 -3.707
H: 0.219 1.274 4.212
N: 2.184 0.813 1.586
C: 1.746 -2.402 -0.673
N: 0.116 -0.841 2.430
C: 1.900 2.369 -0.898
H: 0.144 -6.110 -5.519
C: -5.816 2.954 -4.222
H: 3.244 1.719 -2.460
V: 0.589 0.165 0.470
H: -7.625 2.749 -5.348
O: -1.538 -4.396 4.709
F: 5.472 -1.874 0.963
O: -1.902 -4.645 2.524
Cl: -2.825 4.572 0.096
N: 1.619 -1.450 -4.322
N: 0.736 -2.374 -3.923
O: 1.948 3.257 -0.038
H: 1.793 0.492 4.398
N: -4.723 -2.550 -7.047
H: -1.799 -4.136 1.637
C: -3.653 3.111 -2.949
C: -0.521 -2.009 2.134
H: -1.314 -2.107 -5.216
H: 5.408 2.148 3.242
Cl: -1.030 1.839 1.723
H: 0.526 0.210 5.599
H: 1.734 0.575 -3.824
C: 1.953 -1.253 0.082
O: 1.266 1.290 -0.737
H: -3.638 -5.048 -7.233
C: -1.454 -3.988 3.569
F: 2.527 -4.399 -1.653
C: -0.809 -2.690 3.298
C: 3.351 0.149 1.441
C: -1.420 -3.129 -5.543
H: 0.782 -2.608 -1.109
H: -4.197 3.819 -2.314
C: 3.306 2.477 2.881
H: 3.245 3.411 3.415
C: -0.154 -1.794 -3.090
C: 2.179 1.945 2.275
C: 0.779 -3.707 -4.452
C: -0.610 -5.365 -5.733
H: -0.422 -2.122 5.280
C: -6.664 2.314 -5.113
Cl: -0.482 5.017 2.679
H: -0.981 -2.308 -2.638
C: 4.235 -2.007 0.416
C: 4.525 0.619 2.038
C: 3.234 -1.058 0.643
N: -2.992 2.166 -2.100
H: -0.907 2.486 -2.429
N: -3.685 1.339 -1.314
C: -2.738 -4.787 -6.700
H: -6.933 0.597 -6.386
H: 0.895 -4.422 -3.631
C: -1.681 1.961 -1.907
H: 1.237 2.467 2.364
Ge: -0.594 3.956 0.668
C: -0.937 -2.185 0.730
C: 0.208 -0.777 3.745
H: 3.258 3.472 -2.129
C: 4.505 1.790 2.769
C: -2.579 -3.487 -6.228
O: -1.564 -3.213 0.392
H: 1.906 2.737 -3.019
C: -4.699 -0.720 -5.955
H: 4.807 -3.866 -0.486
H: -2.998 -0.092 0.048
C: -2.764 0.666 -0.673
C: -5.058 0.553 -5.370
N: -1.507 1.018 -1.011
C: -3.623 -2.496 -6.356
H: -2.887 3.668 -3.497
C: -4.579 2.407 -3.907
H: 1.674 -3.757 -5.080
C: 0.722 0.363 4.542
H: -3.251 0.754 -4.234
H: -1.855 -6.726 -6.809
C: -4.203 1.202 -4.482
O: -3.545 -1.346 -5.643
C: -6.292 1.119 -5.693
O: -0.630 -1.211 0.007
C: 2.632 2.587 -2.222
N: -0.325 -1.888 4.302
C: -0.442 -4.065 -5.266

Computed properties:
**Expectation value of S²**: 2.012
**LUMO energy (spin up / spin down)**: 1.633 / 1.633 eV
**Total charge**: -1
**2S+1**: 3
**Gap between HOMO and LUMO (spin up / spin down)**: 7.06 / 7.06 eV
**ΔE to the lowest compared entry with this formula, charge and spin**: 0.000 eV
**Calculated total energy**: -7234.8410 a.u.
**Max |F|**: 2.69 eV Å⁻¹

What are the Mulliken partial charges on each atom? They are as follows, in elementary charge units:
1. C 0.521
2. N 0.279
3. H 0.428
4. C -0.538
5. C -1.237
6. N -0.480
7. H 0.626
8. C -0.840
9. H 0.195
10. N 1.324
11. C -0.668
12. N 0.433
13. C 1.019
14. H 0.463
15. C -0.742
16. H 0.331
17. V -0.215
18. H 0.391
19. O -0.664
20. F -0.376
21. O -0.600
22. Cl -0.523
23. N -1.188
24. N 1.500
25. O -0.636
26. H 0.135
27. N -0.585
28. H 0.380
29. C -1.176
30. C -0.584
31. H 0.768
32. H 0.422
33. Cl -0.264
34. H 0.442
35. H 0.642
36. C 1.200
37. O 0.122
38. H 0.505
39. C 0.452
40. F -0.380
41. C 0.058
42. C 0.163
43. C -0.004
44. H 0.642
45. H 0.480
46. C -0.815
47. H 0.578
48. C -1.194
49. C -0.534
50. C -1.076
51. C -0.878
52. H 0.264
53. C -0.691
54. Cl -0.462
55. H 0.550
56. C 0.751
57. C -0.418
58. C -0.682
59. N 1.401
60. H 0.344
61. N -1.010
62. C -1.006
63. H 0.521
64. H 0.366
65. C -1.458
66. H 0.024
67. Ge 0.609
68. C 1.085
69. C 0.160
70. H 0.357
71. C -1.069
72. C 0.068
73. O -0.965
74. H 0.304
75. C 0.635
76. H 0.536
77. H 0.588
78. C -0.892
79. C -0.071
80. N 1.016
81. C 0.574
82. H 0.170
83. C 0.997
84. H 0.403
85. C -1.210
86. H 0.715
87. H 0.388
88. C -0.272
89. O -0.218
90. C -1.043
91. O 0.273
92. C -1.610
93. N -0.076
94. C 0.754

***

# 2
# C39H30F4GeN4PPdSe

A structure of composition C39H30F4GeN4PPdSe (ωB97M-V/def2-TZVPD, the OMol25 dataset).

CARTESIAN COORDINATES (ANGSTROEM)
H: -1.875 1.562 -3.753
H: -1.892 -3.521 -2.038
H: -3.435 -2.304 1.905
H: -4.933 -2.878 1.145
C: 2.452 0.504 -2.367
H: 2.941 2.773 0.785
C: 3.183 0.358 -4.661
C: 1.501 -1.407 1.080
C: -0.094 -3.464 2.049
C: 3.539 -0.340 -2.003
C: 3.130 0.872 1.760
N: -2.628 -0.803 4.271
H: -4.241 -1.639 -2.989
H: -1.225 -0.848 0.212
H: 4.893 -1.742 0.794
C: 4.342 2.273 3.829
C: -1.870 1.968 1.873
C: 2.285 0.845 -3.679
C: 0.654 -1.188 2.167
Se: -0.984 -0.156 -2.155
H: -5.053 -0.529 -1.871
H: 3.410 -0.871 2.991
H: 2.181 -2.835 -0.381
C: -0.079 3.527 -1.761
P: 2.388 -0.003 0.359
H: 6.511 -2.564 -0.910
C: -0.146 -2.213 2.652
H: 6.223 -1.996 -3.276
Pd: 1.196 1.248 -1.059
H: -0.823 -2.013 3.473
C: 3.565 0.197 2.900
H: -3.014 0.197 -3.633
N: -6.101 1.899 4.202
N: -2.716 4.641 -3.506
F: -5.325 2.432 1.093
Ge: -3.340 -1.971 -0.625
F: 0.056 2.443 0.647
H: 4.024 4.021 2.626
C: -3.415 3.087 -0.053
C: -2.173 4.214 -2.579
H: -3.207 -4.433 -1.277
C: 1.539 -2.661 0.475
F: -4.252 3.604 -0.969
C: 4.764 -1.477 -0.249
C: -5.081 1.581 3.757
N: 1.056 3.376 -1.996
C: -2.362 0.864 -3.077
C: -1.314 2.531 0.745
C: 5.678 -1.945 -1.218
C: -1.432 3.673 -1.501
C: -4.673 -1.544 -1.993
C: 0.747 -3.687 0.967
H: -0.724 -4.264 2.417
C: 4.443 -0.815 -2.978
C: 4.171 0.898 3.930
C: -3.986 2.471 1.045
H: 3.025 0.644 -5.693
C: -2.465 -3.649 -1.118
H: 4.501 0.372 4.817
H: -2.934 1.428 -2.344
C: 3.905 2.949 2.699
C: -3.838 1.196 3.214
H: 1.477 1.503 -3.973
H: 4.806 2.819 4.639
H: -4.653 -1.147 1.398
C: -2.035 3.132 -0.283
C: -3.247 1.874 2.074
H: -2.428 0.376 -0.179
C: -1.980 -0.556 -0.522
H: 0.593 -0.210 2.629
C: -3.178 0.109 3.811
H: 4.921 -0.807 -5.087
C: 3.717 -0.695 -0.648
C: 4.235 -0.447 -4.330
C: -4.176 -2.092 1.132
C: 5.517 -1.628 -2.540
H: -1.784 -3.968 -0.329
F: -1.016 1.495 2.801
H: -5.513 -2.236 -1.918
H: 0.777 -4.660 0.493
C: 3.297 2.250 1.666

Computed properties:
**LUMO energy**: 1.511 eV
**Total charge**: -1
**Gap between HOMO and LUMO**: 5.46 eV
**ΔE to the lowest compared entry with this formula, charge and spin**: 0.000 eV
**Calculated total energy**: -7070.2740 a.u.
**Max |F|**: 0.49 eV Å⁻¹

What are the Mulliken partial charges on each atom? They are as follows, in elementary charge units:
1. H 0.404
2. H 0.350
3. H 0.280
4. H 0.446
5. C 0.064
6. H 0.364
7. C -0.840
8. C 0.673
9. C -0.549
10. C 0.075
11. C 0.410
12. N -0.771
13. H 0.325
14. H -1.551
15. H 0.442
16. C -0.515
17. C 0.539
18. C -0.339
19. C -0.973
20. Se 0.028
21. H 0.380
22. H 0.419
23. H 0.382
24. C 0.026
25. P 2.129
26. H 0.417
27. C -0.764
28. H 0.384
29. Pd -0.457
30. H 0.504
31. C -0.142
32. H 0.408
33. N -0.699
34. N -0.759
35. F -0.397
36. Ge 0.621
37. F -0.423
38. H 0.435
39. C -0.054
40. C 0.023
41. H 0.428
42. C -0.610
43. F -0.445
44. C -0.093
45. C -0.085
46. N -0.956
47. C -0.949
48. C 0.284
49. C -0.896
50. C 0.913
51. C -1.331
52. C -0.756
53. H 0.410
54. C 0.858
55. C -0.793
56. C 0.371
57. H 0.405
58. C -1.122
59. H 0.417
60. H 0.096
61. C -0.742
62. C -0.300
63. H 0.400
64. H 0.382
65. H 0.308
66. C 0.762
67. C 0.982
68. H -1.190
69. C 2.485
70. H 0.628
71. C 0.117
72. H 0.372
73. C 0.087
74. C -0.874
75. C -1.085
76. C -0.773
77. H 0.205
78. F -0.482
79. H 0.428
80. H 0.411
81. C -0.560

***

# 3
# C39H30N5O6ReS

A structure of composition C39H30N5O6ReS in a non-equilibrium geometry (ωB97M-V/def2-TZVPD, the OMol25 dataset).

CARTESIAN COORDINATES (ANGSTROEM)
H: 1.633 7.186 3.057
C: -0.424 -6.341 -2.995
C: -4.903 3.685 -0.785
H: -4.431 -3.978 -0.352
C: -4.147 2.779 -1.504
H: 0.098 -5.591 -4.936
C: -0.583 -6.043 -1.661
H: 3.020 1.229 2.407
C: 1.257 4.456 1.119
O: -1.879 0.337 -1.376
C: -2.063 -0.202 2.391
H: 1.554 4.042 0.165
H: -0.884 -6.791 -0.945
C: -2.886 4.659 0.082
C: 1.999 1.031 -3.404
C: 0.516 5.459 3.597
C: 0.174 3.177 -2.770
C: 2.632 0.716 0.380
C: 4.307 2.329 1.084
H: 1.807 4.484 -3.316
H: -5.981 3.661 -0.857
O: 1.688 -0.118 0.740
C: 0.303 -2.376 -1.637
C: 2.370 2.467 -3.523
H: 4.790 2.877 1.878
C: 1.692 5.698 1.513
C: -3.628 -2.145 2.371
H: -0.466 4.024 -2.583
C: -2.759 2.818 -1.433
N: -0.741 1.626 2.308
C: 2.356 0.214 -2.122
Re: -0.128 -0.027 -0.034
O: -0.689 3.514 4.083
C: -4.265 -3.117 1.620
H: 0.228 5.826 4.570
H: -0.017 0.170 -3.854
H: 3.333 2.700 -3.951
C: 0.431 3.687 1.950
H: -0.914 2.638 3.697
H: 5.481 3.207 -0.484
C: 2.995 0.945 -0.972
H: -2.723 -2.438 -1.312
H: 2.340 0.497 -4.294
C: 4.053 1.804 -1.238
C: -0.037 2.392 1.485
C: -0.291 1.929 -2.677
C: -0.330 -4.756 -1.178
C: -3.951 -3.242 0.272
S: -2.009 1.464 -2.378
H: 0.519 -3.292 -4.109
H: -0.288 -3.603 0.321
O: 0.157 2.025 0.270
C: -2.995 -2.389 -0.267
O: -0.502 -4.540 0.133
H: 2.953 -0.680 -2.348
H: -2.403 0.118 3.368
C: 3.320 1.421 1.388
H: -4.627 2.031 -2.116
C: 0.072 4.187 3.221
C: 0.078 -3.756 -2.083
C: -0.025 -5.354 -3.891
C: -2.120 3.751 -0.636
N: -2.397 -1.462 0.446
H: 4.402 1.914 -2.252
H: -1.046 3.787 -0.551
O: -0.016 -2.055 -0.420
N: 0.915 -0.202 -1.991
N: 0.767 -1.516 -2.485
N: -1.161 0.487 1.761
H: -0.614 -7.342 -3.348
H: -3.840 -2.017 3.421
C: -2.694 -1.314 1.741
C: 0.221 -4.078 -3.435
H: -2.393 5.402 0.691
C: -4.269 4.629 0.006
C: 0.522 0.737 -3.084
H: -5.005 -3.761 2.072
C: 4.689 2.515 -0.236
C: 1.307 6.204 2.753
H: 2.338 6.278 0.874
H: -4.853 5.338 0.573
C: 1.527 3.450 -3.201

Computed properties:
**Expectation value of S²**: 0.762
**LUMO energy (spin up / spin down)**: -4.463 / -4.358 eV
**Total charge**: +1
**2S+1**: 2
**Gap between HOMO and LUMO (spin up / spin down)**: 6.12 / 6.23 eV
**ΔE to the lowest compared entry with this formula, charge and spin**: 2.205 eV
**Calculated total energy**: -2705.6079 a.u.
**Max |F|**: 3.47 eV Å⁻¹

What are the Mulliken partial charges on each atom? They are as follows, in elementary charge units:
1. H 0.426
2. C -0.360
3. C -0.703
4. H 0.466
5. C -0.898
6. H 0.416
7. C -0.685
8. H 0.497
9. C -0.069
10. O -0.136
11. C -0.223
12. H 0.390
13. H 0.475
14. C -0.925
15. C 0.223
16. C -0.766
17. C 0.345
18. C 0.260
19. C -0.711
20. H 0.514
21. H 0.423
22. O -0.766
23. C 1.440
24. C -1.153
25. H 0.476
26. C -1.349
27. C -0.997
28. H 0.816
29. C 0.871
30. N -1.073
31. C -0.215
32. Re 0.643
33. O -0.664
34. C -0.432
35. H 0.497
36. H 0.384
37. H 0.562
38. C -0.194
39. H 0.502
40. H 0.460
41. C -0.003
42. H 0.661
43. H 0.484
44. C -0.573
45. C 0.561
46. C -0.340
47. C 0.470
48. C -0.953
49. S -0.039
50. H 0.445
51. H 0.347
52. O 0.900
53. C -0.441
54. O -0.757
55. H 0.678
56. H 0.538
57. C -0.076
58. H 0.486
59. C 0.457
60. C 0.294
61. C -0.864
62. C 0.838
63. N 0.569
64. H 0.587
65. H -0.178
66. O -1.079
67. N 2.337
68. N -1.858
69. N 0.105
70. H 0.417
71. H 0.498
72. C 0.482
73. C -0.735
74. H 0.511
75. C -0.632
76. C -0.905
77. H 0.451
78. C -1.033
79. C -0.532
80. H 0.476
81. H 0.416
82. C -0.779

***

> Which of these has the highest max |F|?

C39H30N5O6ReS